Entry 1:
{"formula": "C47H40F5N4O2P2SSn", "method": "ωB97M-V with the def2-TZVPD basis set", "spin_multiplicity": 1, "charge": -1, "energy_ev": -108277.453, "e_lumo_ev": 2.2, "orbital_gap_ev": 6.696, "homo_ev": -4.48, "symbols": ["Sn", "N", "C", "S", "N", "N", "C", "C", "C", "C", "C", "C", "C", "C", "C", "C", "C", "C", "N", "H", "H", "H", "H", "H", "H", "H", "H", "H", "H", "H", "C", "C", "P", "C", "C", "C", "C", "C", "C", "C", "C", "C", "C", "C", "C", "C", "P", "C", "C", "C", "C", "C", "C", "C", "C", "C", "C", "C", "C", "H", "H", "H", "H", "H", "H", "H", "H", "H", "H", "H", "H", "H", "H", "H", "H", "H", "H", "H", "H", "H", "H", "H", "H", "H", "H", "F", "C", "C", "F", "C", "F", "C", "O", "C", "F", "C", "F", "C", "O", "H", "H", "H"], "positions_angstrom": [[0.748, -0.352, 0.464], [3.620, -1.363, 4.110], [2.651, -1.246, 3.161], [3.163, -0.971, 1.548], [1.430, -1.361, 3.648], [0.426, -1.205, 2.756], [-0.752, -1.367, 3.250], [-0.974, -1.688, 4.685], [-1.016, -3.011, 5.106], [-1.242, -3.308, 6.443], [-1.429, -2.285, 7.361], [-1.388, -0.963, 6.941], [-1.162, -0.664, 5.606], [-1.930, -1.299, 2.362], [-3.210, -1.618, 2.812], [-4.261, -1.576, 1.912], [-4.020, -1.223, 0.593], [-2.719, -0.912, 0.232], [-1.716, -0.945, 1.097], [4.566, -1.489, 3.803], [3.338, -1.714, 5.010], [-0.852, -3.803, 4.385], [-1.266, -4.341, 6.767], [-1.603, -2.518, 8.405], [-1.528, -0.161, 7.655], [-1.116, 0.365, 5.271], [-3.366, -1.899, 3.844], [-5.263, -1.825, 2.239], [-4.814, -1.183, -0.140], [-2.462, -0.610, -0.777], [0.287, 3.230, -3.552], [-0.140, 3.937, -2.262], [0.136, 2.906, -0.700], [-1.080, 3.774, 0.376], [-1.968, 2.991, 1.107], [-2.960, 3.567, 1.886], [-3.073, 4.949, 1.957], [-2.193, 5.745, 1.238], [-1.209, 5.160, 0.453], [1.761, 3.611, -0.230], [2.850, 3.108, -0.944], [4.137, 3.560, -0.698], [4.363, 4.510, 0.288], [3.293, 4.990, 1.029], [2.003, 4.542, 0.774], [-0.625, 2.100, -4.073], [-0.414, 0.448, -3.262], [1.313, 0.002, -3.693], [2.119, 0.663, -4.617], [3.410, 0.223, -4.872], [3.908, -0.892, -4.212], [3.111, -1.565, -3.297], [1.826, -1.117, -3.032], [-1.288, -0.674, -4.438], [-1.756, -1.874, -3.906], [-2.388, -2.810, -4.714], [-2.568, -2.553, -6.064], [-2.091, -1.368, -6.609], [-1.446, -0.443, -5.804], [1.308, 2.861, -3.432], [0.343, 3.981, -4.348], [-1.194, 4.221, -2.318], [0.437, 4.863, -2.174], [-1.850, 1.920, 1.086], [-3.637, 2.933, 2.446], [-3.839, 5.403, 2.573], [-2.274, 6.824, 1.285], [-0.544, 5.795, -0.120], [2.692, 2.327, -1.682], [4.967, 3.148, -1.259], [5.368, 4.856, 0.494], [3.462, 5.707, 1.822], [1.188, 4.899, 1.389], [-0.486, 2.020, -5.154], [-1.677, 2.365, -3.922], [1.748, 1.533, -5.145], [4.028, 0.751, -5.588], [4.915, -1.236, -4.413], [3.489, -2.437, -2.780], [1.207, -1.647, -2.316], [-1.570, -2.098, -2.861], [-2.723, -3.747, -4.286], [-3.061, -3.282, -6.695], [-2.209, -1.172, -7.668], [-1.054, 0.462, -6.253], [0.623, -8.150, 0.197], [0.534, -6.810, 0.047], [0.751, -6.217, -1.184], [1.052, -6.992, -2.243], [0.662, -4.848, -1.332], [0.888, -4.325, -2.555], [0.353, -3.966, -0.269], [0.271, -2.699, -0.431], [0.133, -4.627, 0.964], [-0.202, -3.891, 2.045], [0.223, -5.994, 1.121], [-0.004, -6.548, 2.328], [0.910, 1.926, 2.823], [0.598, 1.488, 1.543], [0.171, 2.670, 3.166], [1.895, 2.418, 2.850], [0.937, 1.130, 3.576]], "forces_ev_per_a": [[0.06, 0.37, 0.15], [0.08, 0.01, 0.00], [-0.13, 0.00, 0.07], [0.02, -0.03, 0.00], [0.15, 0.05, -0.08], [-0.19, -0.10, 0.04], [0.01, 0.06, -0.16], [0.03, 0.02, 0.05], [0.02, -0.06, 0.04], [0.00, 0.02, -0.02], [-0.01, 0.02, 0.01], [0.00, -0.01, 0.03], [-0.01, -0.05, -0.02], [0.06, 0.03, -0.02], [-0.02, -0.02, 0.02], [-0.02, -0.02, 0.01], [0.00, -0.01, 0.02], [0.06, 0.07, 0.04], [0.23, 0.17, -0.06], [-0.02, -0.01, 0.00], [0.00, -0.01, 0.00], [-0.01, 0.00, 0.00], [0.00, -0.01, 0.00], [0.00, 0.00, 0.01], [0.00, 0.01, 0.01], [0.00, 0.03, 0.00], [-0.02, 0.00, -0.01], [0.00, 0.00, 0.00], [-0.01, -0.01, 0.00], [0.02, -0.01, -0.06], [-0.01, 0.04, -0.02], [0.11, -0.02, 0.07], [-0.34, 0.20, -0.29], [0.12, 0.02, 0.07], [-0.01, 0.00, 0.06], [-0.02, 0.07, 0.03], [-0.01, -0.03, 0.03], [0.02, 0.00, -0.02], [-0.06, 0.05, -0.14], [0.06, -0.14, -0.04], [0.02, 0.01, -0.02], [0.02, -0.02, 0.01], [-0.02, 0.01, -0.01], [0.03, -0.01, 0.00], [-0.05, -0.03, 0.06], [0.10, 0.01, 0.00], [-0.07, 0.07, 0.13], [0.03, -0.06, 0.05], [-0.02, 0.03, -0.01], [0.00, 0.00, 0.00], [0.00, -0.01, 0.01], [0.03, 0.00, -0.02], [-0.07, 0.04, -0.04], [0.09, 0.03, -0.07], [0.08, -0.05, -0.04], [0.04, 0.00, 0.02], [0.00, 0.00, -0.04], [-0.01, -0.05, 0.01], [-0.06, 0.05, 0.04], [-0.02, -0.01, -0.01], [0.00, 0.02, 0.04], [-0.03, -0.09, 0.03], [-0.08, 0.04, -0.03], [0.02, -0.19, -0.02], [0.00, 0.01, 0.00], [-0.01, 0.00, -0.01], [0.00, 0.01, 0.00], [0.03, 0.00, 0.02], [0.01, -0.01, -0.02], [0.01, 0.00, -0.01], [0.01, 0.00, 0.00], [0.00, 0.01, 0.01], [-0.03, 0.03, -0.02], [0.04, 0.00, 0.04], [0.01, 0.05, 0.00], [-0.01, -0.01, -0.04], [0.01, 0.01, -0.01], [0.01, 0.00, 0.01], [-0.01, -0.02, 0.02], [0.04, -0.06, 0.05], [-0.07, 0.03, 0.07], [-0.01, -0.01, 0.01], [-0.01, 0.00, 0.00], [0.00, 0.00, 0.00], [-0.04, -0.03, 0.00], [0.00, 0.02, 0.00], [0.00, -0.01, 0.05], [0.00, 0.00, -0.04], [0.00, 0.03, 0.04], [0.06, -0.11, -0.02], [-0.01, 0.01, 0.00], [-0.02, 0.13, 0.02], [-0.07, -0.14, 0.06], [-0.02, -0.08, -0.06], [0.01, -0.04, -0.01], [-0.01, -0.04, -0.02], [0.00, 0.02, -0.03], [0.04, 0.18, -0.02], [-0.10, -0.40, 0.00], [-0.01, 0.01, 0.01], [0.01, -0.01, 0.00], [-0.02, -0.10, 0.03]]}



Entry 2:
{"formula": "C47H41Cl5I2N4O4PbS2", "method": "ωB97M-V with the def2-TZVPD basis set", "spin_multiplicity": 1, "relative_energy_kcal_mol": 109.24, "charge": 0, "energy_ev": -169279.918, "e_lumo_ev": -2.4, "orbital_gap_ev": 4.290, "homo_ev": -6.66, "symbols": ["Pb", "C", "N", "C", "C", "C", "C", "C", "N", "C", "C", "C", "C", "C", "C", "H", "H", "H", "H", "H", "H", "H", "H", "H", "H", "H", "Cl", "C", "Cl", "C", "O", "O", "H", "I", "I", "C", "S", "C", "O", "H", "H", "H", "H", "H", "H", "Cl", "C", "C", "C", "C", "C", "C", "N", "C", "C", "N", "C", "O", "C", "C", "C", "Cl", "S", "C", "C", "C", "Cl", "C", "H", "H", "H", "H", "H", "H", "H", "H", "H", "H", "H", "H", "H", "C", "C", "C", "C", "C", "C", "C", "C", "C", "C", "C", "C", "C", "C", "C", "H", "H", "H", "H", "H", "H", "H", "H", "H", "H"], "positions_angstrom": [[-0.729, -2.243, -0.730], [-1.540, 0.260, -2.792], [-1.965, -1.043, -2.422], [-3.031, -1.548, -2.993], [-3.784, -2.600, -2.434], [-5.021, -3.246, -2.895], [-5.356, -4.197, -1.923], [-4.331, -4.148, -0.988], [-3.384, -3.237, -1.277], [-1.024, 0.424, -4.218], [-0.853, 1.708, -4.702], [-0.472, 1.977, -6.043], [0.018, 0.894, -6.800], [-0.053, -0.416, -6.305], [-0.544, -0.633, -5.028], [-0.730, 0.509, -2.088], [-2.331, 1.005, -2.654], [-3.359, -1.129, -3.983], [-5.426, -2.987, -3.883], [-6.264, -4.783, -1.843], [-4.352, -4.748, -0.047], [-1.024, 2.538, -3.992], [-0.417, 2.985, -6.384], [0.502, 0.990, -7.725], [0.448, -1.213, -6.851], [-0.607, -1.657, -4.603], [2.294, -6.266, -2.082], [0.643, -5.895, -2.815], [0.850, -5.859, -4.636], [-0.024, -4.725, -2.000], [-0.763, -5.126, -1.081], [0.285, -3.560, -2.340], [0.027, -6.805, -2.746], [-3.610, -6.244, 2.319], [-4.816, -4.409, 4.064], [0.696, -2.116, 2.994], [1.628, -3.583, 2.628], [3.271, -2.847, 2.897], [1.577, -3.811, 1.126], [0.716, -1.921, 4.108], [-0.378, -2.258, 2.685], [1.087, -1.216, 2.511], [3.298, -2.465, 3.919], [3.521, -2.115, 2.118], [4.018, -3.671, 2.764], [8.092, -0.226, 2.998], [6.956, 0.481, 1.882], [7.351, 0.776, 0.578], [6.409, 1.366, -0.267], [5.087, 1.696, 0.136], [4.287, 2.562, -0.903], [3.896, 1.769, -2.177], [3.125, 0.567, -1.941], [3.757, -0.695, -1.736], [2.842, -1.467, -1.078], [1.712, -0.716, -0.773], [1.884, 0.491, -1.294], [3.099, 3.145, -0.424], [3.170, 4.538, -0.099], [2.109, 5.296, -0.810], [0.719, 5.033, -0.841], [-0.143, 4.073, 0.267], [-0.098, 5.948, -2.019], [1.360, 6.629, -2.593], [2.447, 6.208, -1.834], [4.666, 1.214, 1.418], [3.114, 1.242, 2.105], [5.634, 0.731, 2.286], [8.345, 0.487, 0.204], [6.748, 1.577, -1.302], [4.994, 3.329, -1.318], [4.750, 1.522, -2.837], [3.274, 2.394, -2.784], [4.753, -0.941, -2.027], [2.917, -2.495, -0.782], [1.209, 1.284, -1.073], [4.119, 5.022, -0.356], [2.989, 4.691, 0.988], [1.450, 7.311, -3.431], [3.496, 6.467, -2.025], [5.309, 0.570, 3.301], [-2.216, -1.236, 1.149], [-2.680, -0.515, 2.100], [-3.253, 0.184, 3.198], [-2.563, 1.314, 3.728], [-1.157, 1.455, 3.667], [-0.567, 2.628, 4.127], [-1.379, 3.669, 4.556], [-2.768, 3.550, 4.578], [-3.386, 2.379, 4.147], [-4.468, -0.346, 3.780], [-4.887, -0.056, 5.110], [-6.129, -0.467, 5.503], [-7.083, -0.974, 4.629], [-6.659, -1.382, 3.358], [-5.357, -1.036, 2.953], [-0.585, 0.595, 3.289], [0.490, 2.704, 4.121], [-0.960, 4.606, 4.942], [-3.345, 4.414, 4.867], [-4.490, 2.375, 4.008], [-4.246, 0.464, 5.876], [-6.358, -0.464, 6.561], [-8.135, -1.183, 4.963], [-7.318, -1.840, 2.607], [-5.019, -1.287, 1.911]], "forces_ev_per_a": [[-0.52, -0.67, 0.11], [0.84, 0.41, -0.58], [-0.72, -0.90, 0.40], [-0.25, -0.01, -0.52], [-1.11, -1.93, -0.27], [1.32, 1.06, -0.23], [-0.48, 0.93, -1.45], [0.98, 0.13, 1.46], [-0.01, 0.15, 0.66], [1.15, -0.38, -0.64], [-0.41, 1.03, -0.71], [0.82, -1.82, 1.22], [-1.03, -0.17, 1.38], [0.62, 0.81, 0.57], [-1.06, -0.81, 1.07], [-0.12, 0.30, -0.27], [-0.02, -0.04, 0.14], [0.00, -0.15, 0.96], [-0.32, -0.30, 0.71], [0.24, -0.04, -0.20], [0.48, 0.67, -0.99], [-0.23, -0.27, -0.63], [0.10, 0.50, -0.27], [0.30, 0.62, -1.31], [-0.39, 0.02, 0.04], [0.16, 0.69, -0.42], [-1.09, 0.31, -0.33], [0.35, -1.35, -0.31], [-0.14, 0.78, 0.90], [-0.09, -1.71, -0.16], [0.75, 0.83, -0.83], [0.13, 0.13, -0.66], [0.44, 0.52, 0.58], [-0.52, 0.92, 1.01], [0.66, -1.02, -0.91], [-1.31, 0.90, 1.06], [0.81, -0.13, -1.85], [0.56, -1.03, -0.15], [-0.23, 0.29, 1.37], [-0.02, -0.42, -1.07], [1.08, -0.05, 0.28], [0.11, -0.24, -0.29], [0.23, 0.14, -0.14], [-0.51, 0.10, 0.30], [-0.72, 0.56, 0.34], [-0.25, 0.18, -0.14], [-0.65, 0.31, -0.12], [-0.34, -0.44, -0.09], [-0.18, 0.26, 0.09], [-0.07, -0.14, -0.25], [0.57, -0.83, -0.57], [0.03, -0.38, -0.32], [0.14, -1.23, 1.51], [-2.04, 0.74, 0.45], [-0.04, 0.97, -0.05], [0.18, 0.46, -0.81], [2.04, -1.90, 0.15], [0.63, 0.49, 0.23], [-0.76, 0.33, 1.38], [-1.90, -0.63, -1.28], [2.17, 0.77, 0.47], [-0.17, -0.39, 0.19], [0.21, 0.10, -0.33], [1.43, 0.03, 0.67], [-0.68, 0.21, -0.80], [1.91, 0.92, -1.39], [-1.14, 0.44, -0.22], [0.99, -0.44, -0.10], [-0.54, 0.30, 0.30], [-0.43, 0.12, 0.76], [-0.49, -0.33, 0.70], [-0.21, -0.04, 0.68], [-0.35, 0.82, -0.26], [0.32, 0.22, -0.41], [-0.06, -0.23, 0.06], [-0.08, 0.73, -0.41], [0.08, -0.49, 0.07], [0.41, -0.48, -0.36], [-0.46, -0.16, 0.13], [-0.60, 0.10, -0.08], [0.23, -0.37, 0.15], [-1.55, 1.97, 2.39], [-0.12, -0.18, 0.19], [1.45, -2.91, -2.24], [-0.18, 1.33, 0.03], [-0.57, -0.31, 0.22], [-0.93, -0.61, -0.34], [-0.24, 0.38, 0.65], [0.23, -0.12, -0.40], [0.09, 0.74, -0.01], [-0.88, 0.90, 0.52], [1.19, 0.23, 0.03], [-0.60, -0.06, 1.03], [-0.63, -1.43, -0.65], [0.21, 1.02, -0.27], [-0.17, -0.72, -1.25], [-0.16, 0.53, 0.20], [0.82, 0.22, 0.01], [0.06, -0.43, -0.31], [-0.19, -0.01, 0.07], [1.02, -0.32, 0.33], [-0.47, -0.77, -1.11], [-0.23, 0.54, 0.01], [1.26, 0.23, -0.27], [0.23, 0.16, 0.60], [-0.40, 0.26, 1.19]]}